DFT (ωB97M-V/def2-TZVPD) results for an isolated molecule of C4H8O2.

Geometry (Å):
C (0.803, -1.333, 0.892)
C (0.039, -0.045, 0.660)
C (0.669, 0.921, -0.346)
O (-0.458, 1.581, -0.888)
C (-1.436, 0.582, -0.988)
O (-1.223, -0.335, 0.063)
H (1.777, -1.134, 1.353)
H (0.238, -1.991, 1.557)
H (0.961, -1.857, -0.057)
H (-0.134, 0.474, 1.614)
H (1.323, 1.670, 0.105)
H (1.222, 0.371, -1.127)
H (-2.421, 1.049, -0.887)
H (-1.360, 0.047, -1.951)

Computed properties:
relative energy (zero: lowest compared OMol25 entry of this formula, charge and spin)	123.5	kJ/mol
2S+1	1
structure (SMILES)	C[C@H]1COCO1
HOMO-LUMO gap	0.39906	Ha

DFT (ωB97M-V/def2-TZVPD) results for an isolated molecule of CH4N2O2 in a non-equilibrium geometry.

Geometry (Å):
N (-0.143, -1.082, 0.661)
O (-0.809, -0.629, -0.495)
N (-0.339, 0.714, -0.703)
C (0.927, 0.977, -1.265)
O (1.555, 0.139, -1.820)
H (-0.961, -1.244, 1.145)
H (0.531, -1.845, 0.485)
H (-0.884, 1.338, -0.115)
H (1.275, 2.032, -1.301)

Computed properties:
relative energy (zero: lowest compared OMol25 entry of this formula, charge and spin)	323.5	kJ/mol
2S+1	1
structure (SMILES)	NONC=O
HOMO-LUMO gap	0.40732	Ha

DFT (ωB97M-V/def2-TZVPD) results for an isolated molecule of H2N4O3 in a non-equilibrium geometry.

Geometry (Å):
N (1.660, -0.332, -0.034)
N (0.378, -0.264, 0.135)
N (-0.203, 0.825, 0.031)
O (0.182, 1.967, -0.083)
O (-1.610, 0.650, 0.230)
N (-1.862, -0.728, -0.377)
O (-2.756, -1.262, 0.195)
H (2.251, 0.322, -0.414)
H (1.960, -1.178, 0.317)

Computed properties:
relative energy (zero: lowest compared OMol25 entry of this formula, charge and spin)	246.1	kJ/mol
2S+1	1
structure (SMILES)	N/N=[N+](\[O-])ON=O
HOMO-LUMO gap	0.30481	Ha

DFT (ωB97M-V/def2-TZVPD) results for a structure of composition C14H23CrI2NO3RuS2 in a non-equilibrium geometry.

Geometry (Å):
I (0.100, -3.065, -3.084)
I (-0.711, -0.816, -5.181)
Cr (-0.022, -0.524, -2.512)
Ru (-0.026, 1.126, -0.160)
S (1.424, -0.666, -0.901)
S (-1.603, -0.384, -1.000)
C (1.385, 1.869, 0.821)
C (3.193, -0.843, -1.729)
C (-3.405, 0.068, -1.403)
C (3.146, -0.501, -3.201)
C (4.021, 0.130, -0.911)
C (3.566, -2.304, -1.528)
C (-3.647, -0.233, -2.869)
C (-3.597, 1.524, -1.052)
C (-4.197, -0.850, -0.486)
C (0.482, 1.178, -3.140)
C (-0.403, 2.780, -0.878)
O (2.247, 2.346, 1.452)
O (1.055, 2.165, -3.420)
O (-0.654, 3.861, -1.242)
H (2.940, 0.564, -3.368)
H (2.387, -1.101, -3.733)
H (4.133, -0.751, -3.622)
H (3.690, 1.162, -1.085)
H (5.078, 0.051, -1.201)
H (3.934, -0.079, 0.160)
H (3.551, -2.573, -0.463)
H (4.577, -2.476, -1.925)
H (2.868, -2.969, -2.062)
H (-4.706, -0.035, -3.098)
H (-3.426, -1.282, -3.104)
H (-3.024, 0.396, -3.520)
H (-4.671, 1.750, -1.094)
H (-3.075, 2.170, -1.768)
H (-3.229, 1.746, -0.041)
H (-5.263, -0.637, -0.613)
H (-3.927, -0.689, 0.563)
H (-4.021, -1.903, -0.735)
C (-1.238, 1.031, 4.918)
C (-2.313, 1.221, 3.814)
C (-1.751, 1.247, 2.483)
N (-1.379, 1.447, 1.393)
H (-0.805, 0.021, 4.859)
H (-1.679, 1.153, 5.915)
H (-0.441, 1.776, 4.804)
H (-3.044, 0.394, 3.849)
H (-2.858, 2.169, 3.974)

Computed properties:
2S+1	9
net charge	+4
HOMO-LUMO gap (spin up / spin down)	0.25266 / 0.17462	Ha

DFT (ωB97M-V/def2-TZVPD) results for an isolated molecule of C8H10N2 in a non-equilibrium geometry.

Geometry (Å):
C (-1.609, -1.478, -1.024)
C (-1.105, -0.237, -0.359)
C (-1.965, 0.133, 0.795)
N (-1.224, 0.873, -1.288)
N (-0.234, 1.569, -1.437)
C (0.861, 1.124, -0.604)
C (2.188, 1.332, -0.260)
C (2.600, 0.218, 0.636)
C (1.342, -0.587, 0.825)
C (0.386, -0.070, 0.047)
H (-2.448, -1.154, -1.590)
H (-1.853, -2.237, -0.334)
H (-0.920, -1.946, -1.714)
H (-1.599, -0.383, 1.652)
H (-2.988, 0.118, 0.579)
H (-1.858, 1.220, 1.264)
H (2.728, 2.231, -0.522)
H (2.892, 0.933, 1.544)
H (3.477, -0.321, 0.306)
H (1.328, -1.337, 1.484)

Computed properties:
relative energy (zero: lowest compared OMol25 entry of this formula, charge and spin)	270.7	kJ/mol
2S+1	1
structure (SMILES)	CC1(C)N=NC2=CCC=C21
HOMO-LUMO gap	0.33205	Ha

DFT (ωB97M-V/def2-TZVPD) results for a structure of composition C37H40Li2O17S in a non-equilibrium geometry.

Geometry (Å):
Li (-1.929, 0.573, -0.068)
Li (2.238, 1.480, 3.790)
S (0.943, 0.623, 0.971)
O (1.541, 1.019, 2.201)
O (1.020, -0.927, 0.823)
O (-0.426, 0.945, 1.078)
O (1.473, 1.313, -0.130)
C (-0.024, 1.762, 5.980)
O (0.350, 2.213, 4.649)
H (-0.860, 2.058, 6.085)
H (0.516, 2.138, 6.802)
H (0.257, 0.736, 5.976)
H (-0.495, 2.297, 4.024)
C (-2.666, -3.015, -1.369)
C (-2.940, -4.269, -1.789)
C (-1.982, -5.352, -1.505)
C (-0.688, -5.080, -1.035)
C (-0.468, -3.592, -0.674)
C (-1.500, -2.640, -0.811)
O (-1.295, -1.492, -0.304)
O (-2.395, -6.480, -2.009)
H (-3.306, -2.242, -1.555)
H (-3.820, -4.347, -2.158)
H (-0.023, -5.820, -0.993)
H (0.671, -3.313, -0.280)
H (-0.525, -1.375, 0.232)
H (-1.886, -7.314, -1.784)
C (-1.290, -1.329, 3.254)
C (-2.706, -1.415, 3.584)
C (-3.454, -2.570, 3.570)
C (-2.683, -3.838, 3.307)
C (-1.387, -3.887, 3.013)
C (-0.665, -2.666, 2.900)
O (0.615, -2.637, 2.473)
O (-4.752, -2.567, 3.842)
H (-0.691, -0.463, 3.318)
H (-3.300, -0.487, 3.536)
H (-3.316, -4.791, 3.369)
H (-0.890, -4.843, 2.825)
H (0.684, -1.854, 1.931)
H (-5.079, -3.418, 3.918)
C (3.174, -3.083, -1.538)
C (3.361, -4.319, -2.241)
C (3.999, -5.442, -1.766)
C (4.404, -5.312, -0.401)
C (4.129, -4.223, 0.358)
C (3.630, -3.019, -0.248)
O (3.275, -2.000, 0.643)
O (4.233, -6.556, -2.529)
H (2.748, -2.381, -1.984)
H (2.899, -4.122, -3.269)
H (4.978, -5.831, 0.120)
H (4.288, -4.130, 1.396)
H (2.373, -1.957, 0.577)
H (3.764, -6.679, -3.470)
C (2.670, 6.499, -2.273)
C (1.517, 5.755, -1.755)
C (1.828, 4.509, -1.166)
C (3.189, 3.970, -1.146)
C (4.221, 4.772, -1.756)
C (4.017, 6.018, -2.304)
O (4.937, 6.750, -2.975)
O (0.825, 3.827, -0.630)
H (2.447, 7.547, -2.559)
H (0.405, 6.243, -1.777)
H (3.452, 3.115, -1.015)
H (5.264, 4.545, -1.709)
H (4.895, 7.798, -3.039)
H (0.933, 2.827, -0.683)
C (0.128, -0.040, -2.987)
C (-0.753, -0.553, -3.809)
C (-0.840, -0.100, -5.182)
C (0.156, 0.722, -5.702)
C (1.207, 1.129, -4.846)
C (1.174, 0.779, -3.417)
O (2.069, 1.366, -2.595)
O (-1.911, -0.426, -5.884)
H (0.186, -0.532, -2.057)
H (-1.755, -1.060, -3.686)
H (0.170, 0.958, -6.684)
H (1.997, 1.736, -5.118)
H (1.861, 1.224, -1.603)
H (-2.237, -1.102, -5.665)
C (-2.705, 4.931, 1.057)
C (-1.983, 3.742, 1.503)
C (-2.670, 2.956, 2.470)
C (-3.920, 3.327, 2.948)
C (-4.588, 4.558, 2.562)
C (-3.879, 5.412, 1.611)
O (-4.530, 6.418, 1.040)
O (-2.009, 1.832, 2.930)
H (-2.158, 5.500, 0.312)
H (-1.104, 3.583, 1.311)
H (-4.120, 2.575, 3.621)
H (-5.562, 4.705, 2.745)
H (-5.420, 6.602, 0.928)
H (-1.523, 1.508, 2.353)

Computed properties:
relative energy (zero: lowest compared OMol25 entry of this formula, charge and spin)	434.5	kJ/mol
2S+1	1
HOMO-LUMO gap	0.23945	Ha

no.,total energy (a.u.),molecular weight (g/mol)
1,-307.66538,88.11
2,-300.36443,76.05
3,-445.67651,106.04
4,-3357.04263,724.35
5,-420.22657,134.18
6,-3125.84726,802.66